1.
This record from the Open Molecules 2025 dataset describes a single C3H6N2O molecule. The level of theory is ωB97M-V/def2-TZVPD.

Structure (XYZ):
```
12
C3H6N2O | the Open Molecules 2025 dataset | ωB97M-V/def2-TZVPD
H 1.8354 0.5821 -1.6411
N 0.9880 0.3763 -1.2404
C 0.3897 0.0259 -0.2243
C 1.4456 -0.3759 0.9551
N -1.0443 0.2350 -0.5909
C -2.2393 0.0339 0.0172
O -3.3208 0.2858 -0.4774
H 2.4600 -0.6694 0.5678
H 1.1278 -1.2012 1.5805
H 1.6469 0.5152 1.5606
H -1.1107 0.6269 -1.5480
H -2.0965 -0.3847 1.0189
```

Total charge: 0
F_max: 3.23 eV Å⁻¹
Kohn-Sham gap: 9.8927 eV
Calculated total energy: -302.5890 hartree
Structure (SMILES): [H]/N=C(\C)NC=O
Spin multiplicity: 1
HOMO level: -9.20 eV



2.
This record from the Open Molecules 2025 dataset describes a single C21H29N3O4S2 molecule. The level of theory is ωB97M-V/def2-TZVPD.

Structure (XYZ):
```
59
C21H29N3O4S2 | the Open Molecules 2025 dataset | ωB97M-V/def2-TZVPD
C -4.4085 5.4150 -0.8023
C -4.1482 4.6324 0.4846
C -5.2054 3.5501 0.6829
C -2.7356 4.0269 0.4959
N -2.4798 3.0654 -0.5547
S -2.8266 1.4552 -0.3027
O -2.9925 1.2245 1.1014
O -3.8501 1.0224 -1.2138
C -1.2724 0.7216 -0.8086
C -1.1916 -0.0223 -1.9703
C 0.0243 -0.5891 -2.3208
C 1.1154 -0.4073 -1.4910
S 2.6747 -1.2016 -1.9024
O 3.7222 -0.4735 -1.2521
O 2.7304 -1.3827 -3.3230
N 2.6503 -2.7163 -1.2233
C 1.9016 -3.7575 -1.8879
C 0.4939 -3.8861 -1.3073
C 0.5809 -3.9808 0.2136
N 1.2710 -2.8103 0.7313
C 1.2622 -2.7659 2.1904
C 1.5584 -1.3811 2.6979
C 2.8488 -1.0017 3.0458
C 3.1074 0.2794 3.5016
C 2.0746 1.1924 3.6299
C 0.7835 0.8182 3.2985
C 0.5284 -0.4581 2.8282
C 2.6249 -2.7732 0.2077
C 1.0390 0.3543 -0.3414
C -0.1719 0.9332 -0.0012
H -5.3523 5.9499 -0.7293
H -3.6167 6.1395 -0.9824
H -4.4724 4.7456 -1.6581
H -4.1937 5.3308 1.3281
H -5.1695 2.8227 -0.1252
H -5.0364 3.0179 1.6155
H -6.1991 3.9919 0.7067
H -2.5777 3.4871 1.4308
H -1.9872 4.8228 0.4124
H -2.8019 3.3632 -1.4619
H -2.0783 -0.1490 -2.5715
H 0.1469 -1.1553 -3.2312
H 1.8884 -3.5071 -2.9482
H 2.4475 -4.6991 -1.7544
H -0.0985 -3.0089 -1.5678
H 0.0048 -4.7741 -1.7091
H -0.4242 -4.0061 0.6409
H 1.1039 -4.9130 0.4984
H 0.2608 -3.0551 2.5182
H 1.9840 -3.4879 2.6118
H 3.6569 -1.7156 2.9712
H 4.1160 0.5623 3.7641
H 2.2754 2.1887 3.9952
H -0.0317 1.5178 3.4140
H -0.4800 -0.7402 2.5639
H 3.1365 -1.8802 0.5683
H 3.1971 -3.6716 0.5231
H 1.9232 0.4920 0.2590
H -0.2807 1.5346 0.8854
```

Total charge: 0
F_max: 0.97 eV Å⁻¹
Kohn-Sham gap: 9.3425 eV
Calculated total energy: -2079.2026 hartree
Structure (SMILES): CC(C)CNS(=O)(=O)c1ccc(S(=O)(=O)N2CCCN(Cc3ccccc3)C2)cc1
Spin multiplicity: 1
HOMO level: -9.11 eV



3.
This record from the Open Molecules 2025 dataset describes 2 unconnected molecules or ions with the total composition C4H6N2O. The level of theory is ωB97M-V/def2-TZVPD.

Structure (XYZ):
```
13
C4H6N2O | the Open Molecules 2025 dataset | ωB97M-V/def2-TZVPD
N -0.8514 0.9119 -3.7378
N -0.7011 -0.1857 -3.8469
O -0.4851 -1.3195 -3.9051
C 1.4623 0.4365 -0.6658
C 0.3896 0.1860 0.0292
C -0.3765 -0.9685 0.4825
C -0.5443 0.3919 1.0927
H 1.9686 1.4513 -0.6049
H 1.7981 -0.3128 -1.4185
H 0.0395 -1.5583 1.2638
H -1.1859 -1.4195 -0.0709
H -1.5355 0.6484 0.7095
H -0.3026 0.7753 2.0762
```

Total charge: 0
F_max: 2.98 eV Å⁻¹
Kohn-Sham gap: 10.7967 eV
Calculated total energy: -340.6078 hartree
Structure (SMILES): N#[N+][O-].C=C1CC1
Spin multiplicity: 1
HOMO level: -9.78 eV



4.
This record from the Open Molecules 2025 dataset describes a molecular structure, C18H24N. The level of theory is ωB97M-V/def2-TZVPD.

Structure (XYZ):
```
43
C18H24N | the Open Molecules 2025 dataset | ωB97M-V/def2-TZVPD
C 4.8710 1.4797 2.1552
C 3.4599 1.0829 1.8640
C 3.1395 -0.2735 1.7156
C 1.8270 -0.6435 1.3455
C 0.8424 0.3208 1.0574
C -0.4199 -0.2060 0.2881
C -1.7583 0.3553 0.6621
C -2.7329 -0.6165 1.0147
C -4.0458 -0.2264 1.3614
C -4.3721 1.1209 1.4420
C -3.3794 2.0843 1.1997
C -2.0710 1.7004 0.7655
C 1.1261 1.6521 1.3214
C 2.4416 2.0562 1.7101
H 4.9564 2.5633 2.1838
H 5.2018 1.0686 3.1151
H 5.5499 1.0953 1.3838
H 3.8979 -1.0499 1.9095
H 1.5956 -1.6955 1.2515
H -0.4893 -1.2608 0.6916
H -2.4372 -1.6417 1.1042
H -4.7838 -1.0147 1.6048
H -5.4141 1.4161 1.6749
H -3.6140 3.1482 1.3733
H -1.3213 2.4710 0.6010
H 0.3923 2.4453 1.2116
H 2.6859 3.1068 1.9125
C -0.3985 -0.5194 -3.6673
C -0.4551 -1.1977 -2.2756
C -1.7375 -1.9317 -2.0400
C 0.8063 -2.0360 -2.1193
N -0.2643 -0.1308 -1.0965
H 0.5695 -0.0378 -3.8620
H -0.4575 -1.4049 -4.3756
H -1.2400 0.1354 -3.9007
H -1.7261 -2.3829 -1.0414
H -2.5946 -1.2788 -2.1433
H -1.7703 -2.7421 -2.7869
H 0.8765 -2.4688 -1.1011
H 0.7576 -2.8576 -2.8084
H 1.7201 -1.4512 -2.3108
H 0.7489 -0.9402 -0.8281
H 0.0168 0.7059 -1.5634
```

Total charge: +1
F_max: 7.74 eV Å⁻¹
Kohn-Sham gap: 9.2343 eV
Calculated total energy: -754.7006 hartree
Spin multiplicity: 1
HOMO level: -12.07 eV